Record 1
31
Properties=species:S:1:pos:R:3:mulliken_charge:R:1 method="wB97M-V/def2-TZVPD" total_charge=0 gap_ev=9.788 e_above_lowest_kj_mol=756.90
H 4.18825 -0.99563 -3.89596 0.27
C -2.65832 0.61593 -0.37167 0.10
C 1.48477 -1.31185 1.13897 -0.47
C -3.00975 2.05884 -0.04702 -0.75
C 4.05619 -0.86288 -2.82174 -0.66
O 0.71192 -0.09024 1.05342 -0.20
H 3.85304 0.17167 -2.64358 0.32
H -5.14650 1.17545 1.20612 0.33
H 3.05732 -1.39569 -2.50238 0.21
C 2.88324 -1.18193 0.60962 0.22
H 5.87475 -1.82948 -0.35674 0.29
H -4.39384 -0.29361 -0.74197 0.34
H -2.24141 2.76294 -0.35237 0.34
H -1.04997 2.10208 1.79891 0.28
H -1.71972 0.62370 2.56881 0.30
O 5.12154 -1.41889 -2.02100 -0.37
H -3.97464 2.43213 -0.48316 0.28
N -3.15659 1.74692 1.38734 -0.42
H -2.43241 0.47604 -1.40492 0.51
C -4.21119 0.65771 1.31023 -0.66
C -1.40062 0.56906 0.47223 0.15
N -0.36584 -0.07963 0.06317 -0.64
H 5.68654 -0.09266 -0.70541 0.34
H 1.69582 -1.50687 2.22360 0.25
C 5.24175 -1.05233 -0.71271 -0.55
H 0.86826 -2.19578 0.60939 0.31
H -4.20782 0.12132 2.26112 0.32
C -3.70584 -0.23760 0.13908 -0.50
C -1.77693 1.29799 1.71928 -0.31
H -3.23993 -1.20572 0.41967 0.30
C 3.96789 -1.06101 0.07966 0.07

Record 2
31
Properties=species:S:1:pos:R:3:mulliken_charge:R:1 method="wB97M-V/def2-TZVPD" total_charge=+2 gap_ev=7.073 e_above_lowest_kj_mol=84.42
H -0.63516 -3.11897 0.41545 0.40
C -0.10023 -1.16530 -0.10192 -0.09
C 1.79719 0.87050 1.11960 0.09
C 2.92367 1.05814 -1.39569 -0.73
C -1.64742 0.49557 -0.92483 -0.05
H 3.30046 1.26465 -2.43164 0.37
H -2.73935 0.70350 -2.68174 0.46
H -1.87256 -1.08023 1.96512 0.55
H 3.24846 2.33409 1.91552 0.29
H -3.06965 -0.82918 -1.88573 0.31
C -1.99357 -0.29526 1.24352 -0.07
C -2.29239 -0.09529 -2.11674 -1.25
H -3.94948 0.51085 1.48120 0.42
C 0.21473 -2.38231 0.69532 -0.82
H 0.06277 -1.23789 -1.14910 0.44
N 1.30937 0.13939 0.05722 0.03
H 1.42229 0.85606 2.14642 0.39
H -0.76196 1.04142 -1.31379 0.24
C 2.82700 1.77272 0.91937 -0.47
H 1.69436 -0.56756 -1.92923 0.34
C 3.30117 1.93145 -0.40194 -0.19
H -1.54257 -0.50705 -2.73503 0.42
H -2.64886 1.35803 2.31552 0.39
S -2.68306 1.83860 -0.12482 -0.01
O 0.28144 -2.17372 2.06799 -0.51
N -1.16720 -0.34348 0.14434 0.49
C 1.88984 0.16964 -1.15250 0.14
H 0.33852 -2.95509 2.59714 0.34
H 4.18210 2.60096 -0.55929 0.37
H 1.19468 -2.98064 0.43654 0.41
C -2.88455 0.78642 1.38372 -0.71

Record 3
31
Properties=species:S:1:pos:R:3:mulliken_charge:R:1 method="wB97M-V/def2-TZVPD" smiles=CC(C)[Si@H](C)Oc1nc2ccccc2[nH]1 total_charge=0 gap_ev=9.119 e_above_lowest_kj_mol=0.00
H -3.42468 0.76977 1.87554 0.31
C -3.50843 1.53099 -0.72156 -1.36
C 5.02252 0.10134 0.23855 -0.48
H 5.51805 1.38902 -1.24977 0.41
C 3.38520 0.86850 -1.35369 -0.43
Si -1.99875 -0.94696 -0.64417 0.36
H 4.27680 -1.18954 1.81003 0.38
H -1.53123 1.48117 -0.30242 0.36
H -3.21023 1.48556 -1.83763 0.33
C 0.67622 -0.80990 -0.04398 0.45
H -1.63001 0.65038 2.21911 0.24
N 1.64129 -1.20567 0.92926 -0.03
C -2.33635 0.92196 0.06424 0.37
H 1.47113 -1.71853 1.77709 0.18
H -3.31548 -3.06589 -0.73279 0.36
N 1.07572 -0.05149 -1.00354 -0.58
H -4.30609 -1.80191 -0.18567 0.29
C 2.79713 -0.63110 0.44616 0.38
H 6.00247 0.27782 0.72881 0.30
C -3.22137 -2.22049 -0.08082 -1.00
C 2.44900 0.09610 -0.72272 0.54
O -0.61220 -1.36416 0.05921 -0.39
H 3.34413 1.30865 -2.38635 0.29
C 4.69920 0.84460 -0.87034 -0.29
H -3.42546 2.72365 -0.54835 0.33
H -2.40890 2.26366 1.60762 0.34
H -4.50154 1.11461 -0.59580 0.33
C -2.42207 1.10827 1.53128 -1.24
H -2.99338 -2.44134 0.97384 0.28
H -1.58053 -0.94446 -1.98244 -0.21
C 4.06785 -0.54462 1.00130 -0.80